# C39H55CrFN2O5

C39H55CrFN2O5 as an isolated structure in a non-equilibrium geometry (wB97M-V/def2-TZVPD, OMol25).

Atoms and positions in Å:
Cr 1.30772 1.17062 -0.03430
F 8.60803 -1.48197 1.77712
O 0.40938 2.43589 -3.01047
O 0.12126 2.68106 0.43272
O 2.05442 2.17420 -1.69966
O 1.83477 0.85803 1.77592
O 2.05897 -0.48538 -0.82406
N -0.32333 0.30884 -0.45561
N 1.52975 2.73972 -2.72385
C 6.62170 -0.41645 2.49317
C -3.70932 1.13256 0.97154
C 7.41106 -0.25396 0.19878
C -1.89067 -5.15227 -2.66629
C 3.07056 -3.66525 -3.67932
C -0.21346 -0.88700 -1.17126
C -1.23765 -1.71008 -1.61158
C -1.14585 2.31177 0.47297
C 0.37202 -3.00587 -2.81633
C 5.53232 0.38444 2.18832
C 5.40966 0.93728 0.86925
C -3.46321 2.51623 1.12008
C -1.43012 0.96940 0.08074
C 7.55242 -0.72186 1.49620
C -5.11105 -1.00279 1.28103
C -4.99828 0.67983 3.05207
C 1.15681 0.40124 2.91752
C -1.46221 5.15661 -0.22279
C -0.97764 -2.78732 -2.46894
C -1.96549 4.60490 1.13124
C -2.20287 3.10826 0.90396
C -2.07023 -3.66981 -3.05185
C -0.92640 4.75450 2.27343
C -1.99051 -3.55471 -4.57543
C 3.73352 -2.79218 -1.48905
C 2.88576 -2.48596 -2.71895
C -6.28676 1.13376 0.97727
C -3.48941 -3.23959 -2.62269
C 6.33206 0.54780 -0.11540
C -3.18113 5.36323 1.54490
C -5.00999 0.50659 1.52836
C 2.16647 -0.14491 3.93524
C 0.25332 -0.77369 2.53139
C -2.67746 0.38333 0.39677
C 0.34829 1.54729 3.55406
C 4.38040 1.87428 0.60743
C 1.14190 -1.21877 -1.41595
C 3.37954 -1.20596 -3.46494
C 1.43421 -2.25599 -2.30490
H 4.73968 -3.04635 -1.78233
H -2.11804 -2.51822 -4.86476
H -3.62904 4.96608 2.46177
H -4.30817 -1.52764 1.78628
H 2.47871 -3.48001 -4.57949
H 2.79109 -1.06966 -4.36310
H -0.55750 -0.40644 1.92652
H 2.92823 0.60736 4.22770
H -1.04261 -3.92084 -4.92349
H -2.83096 -0.66948 0.24777
H -1.89478 -5.32795 -1.59355
H 8.16139 -0.49297 -0.54661
H -0.23603 2.05111 2.80633
H -3.94879 5.26546 0.77914
H -6.41433 0.99965 -0.10708
H -4.27365 3.15222 1.48449
H -6.31154 2.21415 1.15049
H 6.20466 0.91340 -1.12038
H 4.11889 -3.74920 -3.95878
H 2.70033 -1.01114 3.52262
H -5.85456 0.18296 3.52097
H -0.35166 1.12851 4.28424
H -2.81341 -4.13968 -5.02590
H -3.60466 -3.31037 -1.52805
H -6.07589 -1.35495 1.67121
H 0.80402 -1.54706 1.97781
H -4.09199 0.30779 3.49724
H 0.02527 4.30458 2.01784
H 0.60357 -3.81198 -3.50052
H -4.24297 -3.86104 -3.11144
H 4.73188 0.55107 2.90406
H 3.69706 2.13466 1.42414
H -2.68259 -5.72009 -3.14471
H 1.63061 -0.46340 4.82676
H 4.27564 2.33851 -0.36785
H -0.74463 5.81975 2.45374
H -2.21507 5.01199 -1.01680
H 6.75643 -0.85168 3.49841
H 3.30301 -0.31025 -2.85863
H -5.04823 1.73959 3.29824
H 2.73676 -4.64365 -3.27373
H 3.32414 -3.66182 -0.96093
H 3.74833 -1.97605 -0.77509
H -0.12957 -1.23528 3.44841
H -1.28102 4.26332 3.17755
H -5.08085 -1.24380 0.23465
H 1.04742 2.22901 4.03376
H -7.13801 0.68683 1.48534
H -1.24798 6.22676 -0.16679
H -0.58986 4.61495 -0.59138
H -2.28317 -1.52746 -1.37392
H 4.42527 -1.32329 -3.77558
H -3.63432 -2.18149 -2.87993
H -2.96931 6.40368 1.70866
H -0.93049 -5.50004 -3.03318

The HOMO energy (spin up / spin down) is -0.015 / -0.030 Ha. Its spin multiplicity is 5. Its energy above the lowest of the compared OMol25 structures with the same formula, charge and spin is 0.0 kcal per mole. Its total charge is -2. The value obtained for the orbital gap (spin up / spin down) is 4.717 / 5.020 eV. The total energy is -3149.18328 Eh.

These are the Mulliken partial charges, in e, on atoms 1 to 5: number 1, Cr, carries -1.07; number 2, F, carries -0.36; number 3, O, carries -0.30; number 4, O, carries -0.74; number 5, O, carries -0.30